[1]
C17H22BCl2N8Ti | ωB97M-V/def2-TZVPD

Calculated values
- Kohn-Sham gap: 4.40 eV
- Relative energy (zero: lowest compared OMol25 entry of this formula, charge and spin): 0.378 eV
- LUMO: -11.96 eV
- Energy: -78719.5086 eV
- Spin multiplicity: 1
- Total charge: +3

XYZ file:
```
51
C17H22BCl2N8Ti ωB97M-V/def2-TZVPD
Ti 1.19691 -0.91959 0.25600
C 0.21789 -3.71642 -1.77866
C -0.70619 -2.57707 -1.53294
C -1.98231 -2.35652 -1.97995
C -2.37492 -1.11638 -1.46040
N -1.39048 -0.60933 -0.73253
N -0.33044 -1.50426 -0.75656
B -1.26050 0.69743 0.12640
N 0.04663 1.43098 -0.40302
C 0.13618 2.65527 -0.89880
C 1.45651 2.90549 -1.29136
C 2.16617 1.76500 -1.01157
C 3.60518 1.45696 -1.21817
N 1.29767 0.84750 -0.46593
N -0.94817 0.22597 1.59191
C -1.67388 0.26654 2.70346
C -0.98717 -0.37200 3.73655
C 0.18972 -0.82673 3.18896
C 1.31019 -1.57997 3.81332
N 0.21385 -0.46786 1.86669
N -2.41214 1.60202 0.04685
C -2.72790 2.68238 0.83417
C -3.63526 3.43487 0.15619
C -3.82770 2.76725 -1.08515
C -4.72073 3.17055 -2.20973
N -3.07904 1.68416 -1.15133
H -0.29418 -4.48996 -2.34501
H 1.08563 -3.39660 -2.35861
H 0.56077 -4.15954 -0.84182
H -2.56958 -3.00221 -2.61054
H -3.28639 -0.55222 -1.58396
H -0.73960 3.28588 -0.95359
H 1.83686 3.81309 -1.72857
H 4.10170 2.31358 -1.66633
H 4.09812 1.23746 -0.26999
H 3.73023 0.60436 -1.88722
H -2.64479 0.73717 2.70826
H -1.31560 -0.48489 4.75581
H 1.10844 -1.73158 4.87046
H 1.43049 -2.56307 3.35396
H 2.24812 -1.02968 3.72390
H -2.27721 2.84427 1.80050
H -4.11548 4.33786 0.49300
H -5.43797 3.91842 -1.88048
H -4.13976 3.59697 -3.02790
H -5.26602 2.31220 -2.59746
Cl 3.11583 -1.98470 0.28828
C 7.22339 -4.16018 0.32863
Cl 7.41897 -5.70267 0.63511
H 7.27121 -3.44869 1.15071
H 7.07680 -3.84149 -0.70151
```

---

[2]
C17H22BCl7I2N2O3 | ωB97M-V/def2-TZVPD

Calculated values
- Kohn-Sham gap: 7.30 eV
- LUMO: -1.36 eV
- Energy: -131641.1755 eV
- Spin multiplicity: 1

XYZ file:
```
54
C17H22BCl7I2N2O3 ωB97M-V/def2-TZVPD
C -2.03266 -0.18989 5.15706
C -1.19502 -1.11797 4.14787
I 0.09391 -2.55912 5.14533
C -2.14955 -1.92524 3.07518
I -2.47744 -4.01681 3.59012
C -1.44046 -1.74086 1.62936
C -0.44852 -2.80322 1.05211
C 0.20913 -2.49122 -0.34555
Cl 1.36398 -3.77459 -1.00118
C -0.08421 -1.19251 -1.13497
B 0.61857 -0.83241 -2.55603
N 0.11933 -1.20145 -3.90378
O 1.88710 -0.10088 -2.48047
C -1.09729 -0.20199 -0.51454
C -1.78484 -0.43788 0.85936
C -2.72961 0.78921 1.23387
O -3.38836 1.03551 2.26473
N -2.60146 1.64526 0.04542
C -1.67616 1.19088 -1.02639
O -1.47950 1.80726 -2.09639
H -2.98697 0.25308 4.69750
H -2.28752 -0.76860 6.10943
H -1.35112 0.70577 5.42211
H -0.55562 -0.40247 3.50526
H -3.18642 -1.42840 2.98643
H -0.18458 -3.77531 1.57850
H 0.90040 -0.95211 -4.55757
H -0.02016 -2.22534 -3.90920
H 2.51428 -0.62233 -1.91824
H -3.53831 1.66192 -0.40800
Cl 4.45886 -1.88833 3.75601
C 3.91028 -0.53786 4.77961
C 4.47716 -0.61532 6.18312
Cl 3.80741 -1.98409 7.10361
H 2.81853 -0.54133 4.78750
H 4.24451 0.38203 4.29525
H 4.22432 0.29200 6.73543
H 5.56419 -0.71393 6.17212
Cl -4.78111 6.55480 -1.81967
C -4.07971 5.10410 -2.57919
C -4.99224 3.90008 -2.46448
Cl -5.13649 3.32302 -0.78501
H -3.10854 4.91633 -2.11791
H -3.91590 5.34561 -3.63127
H -4.58823 3.07214 -3.05051
H -5.99541 4.11980 -2.83427
Cl 2.24332 -0.87076 -5.87578
C 3.69426 -0.17892 -6.64513
C 4.92611 -1.03034 -6.41294
Cl 5.44726 -1.00991 -4.71056
H 3.82877 0.83445 -6.26299
H 3.48432 -0.11397 -7.71470
H 5.75920 -0.64490 -7.00407
H 4.75602 -2.06894 -6.70263
```

---

[3]
C17H22BF4N4ReSSi | ωB97M-V/def2-TZVPD

Calculated values
- Kohn-Sham gap (alpha / beta): 5.94 / 6.26 eV
- Expectation value of S²: 0.82
- LUMO (alpha / beta): -5.43 / -5.37 eV
- Energy: -56334.0309 eV
- Spin multiplicity: 2
- Total charge: +1

XYZ file:
```
51
C17H22BF4N4ReSSi ωB97M-V/def2-TZVPD
Re -0.60280 -0.02051 -0.77358
S 1.55693 0.05627 -0.94886
C 1.88521 1.41983 0.13071
N 3.08413 1.91257 0.43801
N 4.12400 1.39356 -0.05145
C 5.42427 1.86436 0.23518
C 5.62058 2.92869 1.10854
C 6.91628 3.34474 1.35302
C 7.98958 2.71030 0.73771
C 7.77461 1.65116 -0.13174
C 6.48452 1.22025 -0.38930
N 0.85011 2.04344 0.67603
N -0.31341 1.54670 0.38056
C -1.40206 2.33650 0.88019
C -1.31888 3.72432 0.83332
C -2.38039 4.47991 1.29749
C -3.51331 3.85711 1.80510
C -3.58715 2.47310 1.84722
C -2.53361 1.70553 1.37772
H 4.05897 0.59784 -0.68925
H 4.77632 3.41098 1.57906
H 7.09262 4.16980 2.02894
H 8.99773 3.04584 0.93813
H 8.61021 1.16010 -0.61013
H 6.30555 0.39416 -1.06799
H -0.43433 4.19698 0.43020
H -2.32635 5.55908 1.25693
H -4.34046 4.45307 2.16560
H -4.46529 1.98726 2.24960
H -2.58318 0.62556 1.42177
F -1.51980 1.04952 -2.48583
B -2.43188 -0.09429 -2.53003
F -1.46113 -1.17962 -2.52006
F -2.87512 -0.09325 -1.15880
F -3.34474 -0.10697 -3.47161
C -1.06990 -4.47192 1.09582
Si 0.04443 -3.16388 0.36899
C 1.64583 -3.00610 1.32652
C 0.41911 -3.51652 -1.42880
C -0.85328 -1.47995 0.59435
H -0.57808 -5.44644 1.08902
H -1.99858 -4.56681 0.53036
H -1.32872 -4.23746 2.13010
H 2.24928 -3.90623 1.19295
H 1.46936 -2.87929 2.39583
H 2.24563 -2.15953 0.98346
H 0.86630 -4.51175 -1.49777
H 1.14529 -2.81438 -1.84487
H -0.46543 -3.51252 -2.06495
H -0.57224 -1.10295 1.58716
H -1.94728 -1.60785 0.61084
```

---

[4]
C17H22BN8O9P2SZn | ωB97M-V/def2-TZVPD

Calculated values
- Kohn-Sham gap: 8.46 eV
- Relative energy (zero: lowest compared OMol25 entry of this formula, charge and spin): 0.516 eV
- LUMO: 1.89 eV
- Energy: -126853.9071 eV
- Spin multiplicity: 1
- Total charge: -1

XYZ file:
```
61
C17H22BN8O9P2SZn ωB97M-V/def2-TZVPD
Zn 1.60315 -0.11481 -1.36417
B 4.35645 0.12809 -3.59597
N 2.92987 0.51077 -4.04932
C 2.63677 0.91471 -5.29008
C 1.26280 0.91893 -5.44485
C 0.77686 0.49123 -4.21057
N 1.79249 0.23431 -3.38306
N 4.55695 0.27851 -2.04732
C 5.78078 0.37421 -1.52487
C 5.69392 0.26628 -0.14780
C 4.33493 0.10438 0.09007
N 3.65213 0.11026 -1.06184
H 5.12851 0.89477 -4.12646
H 4.59556 -1.02400 -3.89871
H 3.42823 1.16497 -5.97595
H 0.69467 1.21259 -6.30955
H -0.24395 0.42676 -3.86805
H 6.63149 0.50297 -2.17199
H 6.49208 0.30370 0.57219
H 3.82007 -0.02061 1.02428
N -2.33537 -0.70316 0.61796
C -2.11059 -0.74725 -0.86583
C -3.47420 -1.05199 -1.49436
P -1.49222 0.90054 -1.44427
O -2.34686 1.84745 -0.44225
O -1.89595 1.09381 -2.85464
O -0.04744 1.06991 -1.02445
P -0.94334 -2.18828 -1.13313
O -1.47182 -2.83338 -2.50903
O -1.19574 -3.07606 0.03276
O 0.47414 -1.74138 -1.41543
H -3.28912 -0.37620 0.90499
H -1.66590 -0.11630 1.11077
H -2.21860 -1.67763 0.96900
H -4.19519 -0.28680 -1.20145
H -3.83906 -2.02233 -1.15185
H -3.39003 -1.06128 -2.57573
H -2.95961 2.40636 -0.93607
H -0.82529 -2.67008 -3.20821
O -5.90694 -0.79640 4.26156
S -5.06291 -0.06920 3.34936
O -4.64887 -0.83745 2.17446
O -5.45072 1.29424 3.04635
C -3.50443 0.22892 4.24622
N -3.57068 0.75491 5.46831
C -2.41833 1.10400 6.01897
C -1.19474 0.96498 5.37560
C -1.23609 0.36620 4.13259
N -2.38460 -0.02652 3.58113
C -0.08338 0.15397 3.22094
C 0.58013 1.23331 2.65719
C 1.34637 1.01456 1.52524
N 1.49430 -0.18670 0.96806
C 0.95513 -1.24090 1.58354
C 0.16171 -1.11529 2.70779
H -2.47055 1.52348 7.01876
H -0.26789 1.28711 5.83018
H 0.41378 2.23940 3.02006
H 1.79987 1.84528 0.99845
H 1.09301 -2.20247 1.10585
H -0.34576 -1.97939 3.11464
```

---

[5]
C17H22Br2IrN3 | ωB97M-V/def2-TZVPD

Calculated values
- Kohn-Sham gap (alpha / beta): 7.98 / 6.34 eV
- Expectation value of S²: 6.05
- LUMO (alpha / beta): -6.32 / -8.79 eV
- Energy: -165361.5514 eV
- Spin multiplicity: 5
- Total charge: +2

XYZ file:
```
45
C17H22Br2IrN3 ωB97M-V/def2-TZVPD
Ir -0.32820 1.29583 -0.35336
C 1.97139 1.77963 1.65278
N 1.88785 1.13527 0.31999
C 2.67259 1.86880 -0.69929
C 2.30757 -0.25188 0.39728
C 3.56844 -0.59340 0.82855
C 3.92687 -1.93250 0.96008
C 2.98896 -2.93342 0.71002
C 1.72808 -2.61039 0.26935
C 1.36943 -1.25756 0.04412
N 0.16120 -0.82915 -0.40227
C -0.84711 -1.65048 -0.84987
C -0.66458 -2.83112 -1.59028
C -1.74618 -3.62809 -1.90096
C -3.02254 -3.26551 -1.48346
C -3.22926 -2.05414 -0.83115
C -2.16189 -1.22729 -0.54791
N -2.31296 0.06557 0.08731
C -2.34819 -0.02549 1.56395
C -3.47882 0.80501 -0.43082
H 3.00027 1.80002 2.02106
H 1.36561 1.22677 2.36911
H 1.62177 2.80727 1.58742
H 3.73579 1.87803 -0.44542
H 2.33487 2.90052 -0.75612
H 2.55558 1.38758 -1.66901
H 4.28884 0.17551 1.07664
H 4.92348 -2.19083 1.29052
H 3.25003 -3.96956 0.87504
H 0.99538 -3.38980 0.13264
H 0.32042 -3.07127 -1.96689
H -1.60077 -4.53264 -2.47525
H -3.86540 -3.91070 -1.68886
H -4.23604 -1.77484 -0.55141
H -3.24527 -0.55407 1.90052
H -2.36283 0.97520 1.99550
H -1.47606 -0.56923 1.92330
H -4.41614 0.31295 -0.16482
H -3.41913 0.88035 -1.51565
H -3.50464 1.80237 0.00645
Br -1.28919 3.58961 -0.88358
C -0.61450 5.35728 -0.35667
Br 1.09287 5.31702 0.50135
H -1.35009 5.76532 0.32573
H -0.54749 5.92746 -1.27564
```